Entry 1:
C5H6O2 | ωB97M-V/def2-TZVPD

Results
Molecular weight ... 98.10 g mol⁻¹
Charge ... 0
LUMO ... 0.64 eV
Orbital gap ... 10.65 eV
SMILES ... O=CCC#CCO
2S+1 ... 1

Each line ends with the Löwdin charge.
Geometry (Å):
O -3.41156 0.76080 -0.40400  0.0567
C -2.27490 0.85926 -0.01795  -0.2557
C -1.51500 -0.31268 0.58178  -0.1508
C -0.14182 0.01190 0.94267  -0.0430
C 1.05739 0.13094 0.89199  0.0063
C 2.34276 -0.07502 0.20812  -0.2714
O 2.08556 -0.72171 -1.02567  -0.0598
H -1.69954 1.80347 -0.11438  0.1262
H -2.10959 -0.79646 1.36363  0.1283
H -1.39491 -1.04963 -0.22734  0.1392
H 2.88405 0.86923 0.07119  0.1152
H 2.97819 -0.74849 0.78226  0.1187
H 1.36762 -0.22466 -1.44642  0.0902

Entry 2:
C5H6O2 | ωB97M-V/def2-TZVPD

Results
Molecular weight ... 98.10 g mol⁻¹
Charge ... 0
LUMO ... -0.14 eV
Orbital gap ... 10.26 eV
SMILES ... C#CC(=O)[C@@H](C)O
2S+1 ... 1

Each line ends with the Löwdin charge.
Geometry (Å):
C 2.77661 0.52555 0.30676  0.1619
C 1.74846 -0.06738 0.09553  -0.0228
C 0.56786 -0.85710 -0.23735  -0.3400
O 0.69826 -1.92212 -0.81559  0.1030
C -0.85447 -0.41890 0.15138  -0.3785
C -1.09356 1.09171 0.13963  -0.0290
O -1.74647 -1.07938 -0.70888  -0.0263
H 3.70227 1.03552 0.48280  0.0440
H -1.03475 -0.85102 1.14704  0.1557
H -1.97647 1.33696 0.73455  0.0813
H -1.27232 1.43355 -0.88485  0.0914
H -0.24887 1.66291 0.54246  0.0746
H -1.26655 -1.89030 -0.95347  0.0849

Entry 3:
C5H6O2 | ωB97M-V/def2-TZVPD

Results
Molecular weight ... 98.10 g mol⁻¹
Charge ... 0
LUMO ... 0.62 eV
Orbital gap ... 9.42 eV
SMILES ... C=C=C(C)OC=O
2S+1 ... 1

Each line ends with the Löwdin charge.
Geometry (Å):
C -0.23044 2.11124 -0.32770  0.0346
C -0.66239 0.90824 -0.06828  -0.0379
C -0.40684 -0.35908 0.18126  -0.3159
C -1.22462 -1.30152 0.99909  -0.0296
O 0.57785 -0.99635 -0.61208  0.0398
C 1.73996 -0.35784 -0.83977  -0.2975
O 2.12167 0.68997 -0.38156  0.0526
H 0.87312 2.01269 -0.09158  0.0774
H -0.77312 2.85738 -0.92006  0.0689
H -1.88069 -0.72592 1.65771  0.0884
H -0.63094 -1.99619 1.59810  0.0817
H -1.86257 -1.89277 0.32723  0.0899
H 2.35902 -0.94986 -1.52237  0.1474